{
  "formula": "C28H51Cl34INOS2",
  "method": "wB97M-V/def2-TZVPD",
  "orbital_gap_ev": 8.13,
  "homo_energy_ev": -11.1,
  "total_energy_ev": -488915.657,
  "total_charge": 1,
  "symbols": ["C", "C", "C", "C", "C", "C", "O", "C", "S", "C", "C", "C", "N", "C", "S", "I", "H", "H", "H", "H", "H", "H", "H", "H", "H", "H", "H", "H", "H", "H", "H", "H", "H", "C", "Cl", "Cl", "H", "H", "C", "Cl", "Cl", "H", "H", "C", "Cl", "Cl", "H", "H", "C", "Cl", "Cl", "H", "H", "C", "Cl", "Cl", "H", "H", "C", "Cl", "Cl", "H", "H", "C", "Cl", "Cl", "H", "H", "C", "Cl", "Cl", "H", "H", "C", "Cl", "Cl", "H", "H", "C", "Cl", "Cl", "H", "H", "C", "Cl", "Cl", "H", "H", "C", "Cl", "Cl", "H", "H", "C", "Cl", "Cl", "H", "H", "C", "Cl", "Cl", "H", "H", "C", "Cl", "Cl", "H", "H", "C", "Cl", "Cl", "H", "H", "C", "Cl", "Cl", "H", "H"],
  "xyz": [[-2.3890, -4.2520, 8.9539], [-2.8637, -3.2674, 8.0356], [-2.8238, -2.0895, 6.8486], [-1.9280, -2.5580, 5.5289], [-2.4047, -4.1114, 5.1327], [-4.0308, -4.2813, 5.0093], [-4.4692, -4.9644, 3.7612], [-0.2646, -2.4513, 5.6576], [0.4860, -2.4911, 7.3950], [0.6523, -3.5701, 4.8823], [2.1673, -3.4792, 4.9174], [0.0510, -0.8640, 5.2348], [-0.7458, -0.7363, 3.9529], [-2.0780, -1.4340, 4.2994], [-3.1871, 0.0595, 4.5925], [-2.7367, -2.1065, 2.3249], [-1.8823, -5.1038, 9.6198], [-3.9535, -1.8783, 6.5929], [-2.3120, -1.0974, 7.2375], [-1.9363, -4.4735, 4.1053], [-2.0342, -4.9065, 5.9366], [-4.4112, -4.9507, 5.9154], [-4.6171, -3.2533, 5.0363], [-5.4628, -4.8392, 3.6287], [0.9685, -3.7858, 7.6777], [0.2341, -4.5189, 4.3026], [2.6904, -3.5376, 3.8469], [2.7902, -3.4211, 5.9206], [1.1830, -0.5669, 5.2099], [-0.4030, -0.1890, 6.1075], [-0.1627, -1.1942, 3.2181], [-0.9020, 0.2420, 3.5639], [-4.0271, 0.1280, 3.4503], [-0.0954, -1.1893, -0.2857], [0.9052, -2.1911, 0.7728], [0.6903, 0.3569, -0.6275], [-0.2604, -1.7202, -1.2265], [-1.0536, -1.0007, 0.2045], [-1.1991, -2.3185, -4.3206], [-1.6129, -3.8189, -3.4822], [-0.2964, -1.2270, -3.2630], [-0.5860, -2.5561, -5.1935], [-2.1196, -1.8239, -4.6400], [-3.5991, -1.1185, -1.4672], [-4.0129, -2.6189, -0.6288], [-2.6964, -0.0270, -0.4095], [-2.9860, -1.3561, -2.3400], [-4.5196, -0.6239, -1.7865], [4.4089, 0.3514, -0.4054], [5.3208, 0.8175, 1.0356], [5.2252, 0.8920, -1.8772], [4.3145, -0.7370, -0.4301], [3.4166, 0.8069, -0.3611], [0.8046, -6.5256, -3.7665], [1.8052, -7.5274, -2.7080], [1.5903, -4.9794, -4.1083], [0.6396, -7.0565, -4.7073], [-0.1536, -6.3371, -3.2763], [-7.8569, -2.8270, 3.5477], [-6.6512, -1.5744, 3.8680], [-7.7958, -4.0975, 4.7752], [-8.8511, -2.3737, 3.5539], [-7.6590, -3.2689, 2.5681], [7.9399, 3.2240, -2.3019], [9.6617, 2.8440, -2.1733], [7.6851, 4.7242, -3.2015], [7.4331, 2.4071, -2.8214], [7.5245, 3.3365, -1.2975], [5.1270, 4.9631, 0.7668], [4.9863, 3.5125, -0.2339], [4.2149, 4.7891, 2.2710], [6.1802, 5.1293, 1.0064], [4.7359, 5.8183, 0.2104], [-2.7874, -1.6450, -7.9093], [-3.2012, -3.1453, -7.0709], [-1.8847, -0.5535, -6.8516], [-2.1743, -1.8825, -8.7821], [-3.7080, -1.1504, -8.2286], [-0.8947, 1.9041, -10.0856], [-0.0124, 0.3767, -9.9676], [-2.5377, 1.7401, -9.4543], [-0.3658, 2.6660, -9.5078], [-0.9451, 2.2056, -11.1347], [6.8126, 8.6438, -2.1214], [6.3988, 7.1434, -1.2830], [7.7153, 9.7353, -1.0637], [7.4257, 8.4062, -2.9942], [5.8920, 9.1384, -2.4407], [-2.6910, 4.0864, 3.5212], [-4.4249, 3.7464, 3.4647], [-1.7669, 2.8157, 2.7113], [-2.4988, 5.0393, 3.0220], [-2.3741, 4.1464, 4.5652], [8.9240, 11.7164, -4.0412], [10.4667, 10.9769, -3.5957], [7.7158, 10.4848, -4.4262], [8.5634, 12.3191, -3.2040], [9.0744, 12.3532, -4.9163], [-1.2382, 3.8346, -1.0222], [-2.2854, 3.5049, -2.4078], [-0.3648, 5.3569, -1.2330], [-1.8514, 3.8982, -0.1199], [-0.5158, 3.0210, -0.9208], [0.2618, 2.2967, 7.9778], [-0.7854, 1.9671, 6.5922], [1.1352, 3.8191, 7.7670], [-0.3514, 2.3603, 8.8801], [0.9842, 1.4832, 8.0792], [-7.0795, -3.5923, -6.4913], [-6.1676, -3.1262, -5.0503], [-6.2631, -3.0517, -7.9631], [-7.1739, -4.6806, -6.5160], [-8.0717, -3.1368, -6.4470], [2.7053, -3.5459, -7.7492], [3.5876, -5.0733, -7.6311], [1.0623, -3.7099, -7.1178], [3.2342, -2.7840, -7.1713], [2.6549, -3.2444, -8.7982]],
  "forces_ev_per_a": [[-2.524, 6.728, -6.775], [4.930, -6.268, 5.551], [0.241, -0.507, 1.045], [0.416, -0.860, -0.450], [-0.121, -0.672, -0.954], [-1.422, 0.009, 0.673], [-0.347, 0.937, 0.855], [1.210, -1.099, 0.782], [-0.170, -0.108, 0.405], [3.194, 0.538, -0.510], [-3.313, -0.466, -0.506], [0.407, -0.707, 2.518], [1.606, 0.099, 0.657], [-1.771, 0.294, -1.200], [-0.810, -0.373, -0.006], [0.073, -0.663, 0.775], [-1.848, 2.392, -1.741], [2.534, -0.359, 0.228], [-1.248, -2.108, -0.297], [-1.012, 1.022, 2.062], [-0.619, 2.185, -1.496], [0.869, 1.603, -1.751], [1.447, -1.919, 0.144], [2.029, -0.114, 0.733], [-0.896, 1.176, -0.978], [0.534, 2.938, 0.427], [-0.940, -1.046, 2.774], [-1.409, 1.059, -2.465], [-2.189, -0.890, -0.569], [0.670, -1.618, -2.298], [-0.662, -0.348, 0.332], [-0.116, -1.124, 1.062], [1.295, -0.448, 1.186], [0.049, -0.503, 0.476], [0.190, -0.144, 0.306], [-0.095, 0.069, 0.009], [0.229, 0.103, 0.736], [1.225, -0.373, 0.019], [-0.111, -0.182, -0.440], [-0.236, 0.002, 0.106], [-0.020, 0.291, -1.067], [-0.106, 0.045, 0.334], [0.308, -0.214, 0.227], [-0.183, 0.144, -0.494], [-0.061, -0.148, -0.112], [-1.524, 1.130, -0.689], [-0.037, -0.007, 0.344], [0.223, -0.117, 0.225], [-0.296, -0.187, 0.155], [-0.016, -0.807, 0.343], [-0.113, -0.261, -0.209], [0.139, 0.297, -0.021], [0.372, -0.007, -0.025], [-0.279, -0.089, -0.116], [-0.092, -0.071, -0.001], [0.010, -0.091, 0.146], [0.181, 0.161, 0.227], [0.325, 0.023, -0.054], [-0.354, -0.053, -0.321], [0.049, 0.108, -0.052], [-0.006, -0.040, -0.081], [0.309, -0.086, 0.120], [0.048, 0.109, 0.291], [-0.181, -0.201, 0.140], [-0.024, -0.093, 0.049], [-0.050, -0.172, -0.116], [0.237, 0.284, 0.069], [0.180, 0.027, -0.305], [0.089, 0.337, -0.128], [-0.026, 0.921, -0.304], [-0.006, 0.061, 0.094], [-0.281, -0.144, -0.005], [-0.018, -0.329, 0.230], [-0.103, 0.006, -0.434], [0.445, -0.054, 0.048], [0.003, 0.236, -0.187], [-0.053, 0.062, 0.317], [0.192, -0.109, 0.212], [0.140, 0.335, -0.145], [0.102, 0.010, -0.056], [-0.058, 0.160, -0.096], [-0.171, -0.294, -0.054], [-0.050, -0.201, 0.275], [-0.050, 0.049, -0.286], [-0.114, 0.150, 0.020], [-0.024, 0.015, -0.039], [-0.116, -0.064, 0.459], [0.231, -0.145, 0.205], [-0.093, 0.438, 0.371], [0.078, 0.016, 0.043], [0.307, -0.021, -0.230], [-0.053, -0.344, 0.002], [-0.081, -0.149, -0.272], [0.117, 0.424, 0.070], [-0.044, 0.113, -0.016], [-0.054, 0.301, -0.391], [0.067, -0.306, -0.148], [-0.030, -0.301, 0.170], [0.049, -0.169, 0.272], [-0.033, -0.125, 0.053], [0.031, -0.051, 0.122], [0.105, 0.057, -0.307], [-0.168, 0.233, -0.138], [0.373, 0.072, 0.579], [-0.362, 0.366, 0.008], [-0.070, -0.189, 0.056], [0.067, 0.044, -0.339], [-0.164, 0.203, -0.143], [-0.342, -0.165, -0.099], [-0.079, -0.044, 0.175], [-0.489, -0.035, -0.157], [0.165, 0.303, 0.006], [0.345, -0.015, -0.001], [0.300, 0.275, -0.167], [0.025, 0.106, -0.036], [-0.181, 0.197, -0.263], [-0.178, -0.277, -0.057], [-0.062, -0.187, 0.277]]
}